No. 1
{
  "formula": "C36H40BNOsP2",
  "method": "ωB97M-V/def2-TZVPD",
  "species": ["Os", "C", "C", "C", "C", "C", "C", "C", "C", "C", "H", "H", "H", "H", "H", "H", "H", "H", "H", "H", "H", "H", "H", "H", "H", "P", "P", "C", "C", "C", "C", "C", "C", "C", "C", "C", "C", "C", "C", "C", "C", "C", "C", "C", "C", "C", "C", "C", "C", "C", "C", "C", "C", "H", "H", "H", "H", "H", "H", "H", "H", "H", "H", "H", "H", "H", "H", "H", "H", "H", "H", "H", "H", "H", "H", "B", "C", "N", "H", "H", "H"],
  "coordinates": [[-1.9186, -1.3418, -0.3966], [4.2771, 0.5171, 0.7112], [3.5090, 1.0561, 1.6667], [3.4898, 2.5277, 1.9947], [3.5380, 3.5101, 0.7805], [2.7453, 3.0803, -0.4182], [3.2308, 2.3622, -1.4406], [4.6202, 1.7943, -1.4997], [5.2252, 1.2989, -0.1569], [-3.6315, -1.1762, -1.5378], [4.3123, -0.5724, 0.5552], [2.9758, 0.4063, 2.3739], [4.3455, 2.7581, 2.6504], [2.5795, 2.7637, 2.5680], [3.1014, 4.4609, 1.1334], [4.5860, 3.7124, 0.5151], [1.7278, 3.4940, -0.4460], [2.6937, 2.3105, -2.3943], [5.2931, 2.5563, -1.9257], [4.6269, 0.9448, -2.1968], [6.0555, 0.6223, -0.4222], [5.6601, 2.1521, 0.3850], [-3.7658, -2.1310, -2.0838], [-3.6460, -0.3272, -2.2337], [-4.4546, -1.0887, -0.8092], [-0.5776, -1.1039, 1.3713], [-1.2793, 0.5624, -1.1751], [0.3524, 0.4045, 0.9821], [0.0201, 1.1765, -0.0855], [-1.0076, -1.0451, 3.1404], [-0.2695, -0.2324, 4.0194], [-0.5436, -0.2470, 5.3884], [-1.5838, -1.0308, 5.8898], [-2.3464, -1.8053, 5.0148], [-2.0676, -1.8142, 3.6431], [0.6126, -2.5057, 1.1795], [0.9218, -2.8943, -0.1258], [1.9292, -3.8431, -0.3403], [2.5727, -4.4428, 0.7453], [2.1920, -4.1112, 2.0531], [1.1979, -3.1548, 2.2755], [-2.4914, 1.9238, -1.3962], [-3.3743, 2.2010, -0.3389], [-4.3095, 3.2234, -0.4848], [-4.3683, 3.9596, -1.6682], [-3.5049, 3.6602, -2.7259], [-2.5695, 2.6326, -2.6005], [-0.5604, 0.2126, -2.8294], [-1.0537, -0.7931, -3.6661], [-0.4417, -0.9980, -4.9092], [0.6672, -0.2384, -5.2809], [1.1741, 0.7391, -4.4173], [0.5574, 0.9730, -3.1938], [1.2346, 0.6097, 1.5887], [0.4892, 2.1283, -0.3376], [0.5137, 0.4109, 3.6246], [0.0616, 0.3583, 6.0596], [-1.7968, -1.0342, 6.9603], [-3.1640, -2.4129, 5.4019], [-2.6587, -2.4153, 2.9576], [0.3182, -2.4648, -0.9495], [2.2068, -4.1143, -1.3586], [3.3666, -5.1745, 0.5792], [2.6695, -4.5981, 2.9039], [0.8562, -2.9171, 3.2854], [-3.3169, 1.5969, 0.5701], [-4.9860, 3.4443, 0.3359], [-5.0871, 4.7684, -1.7715], [-3.5464, 4.2233, -3.6539], [-1.8980, 2.3681, -3.4180], [-1.8942, -1.4053, -3.3322], [-0.8478, -1.7501, -5.5805], [1.1391, -0.3998, -6.2454], [2.0419, 1.3374, -4.6911], [0.9143, 1.7205, -2.4910], [-5.1032, -3.7100, 0.2016], [-3.6781, -3.2617, 0.4457], [-2.5538, -2.9452, 0.6522], [-5.0880, -4.9121, 0.3500], [-5.4079, -3.3994, -0.9432], [-5.8097, -3.1503, 1.0185]],
  "molar_mass_g_mol": 749.713,
  "homo_lumo_gap_ev": [7.542, 3.551],
  "charge": 2,
  "e_above_lowest_ev": 0.425,
  "total_energy_ev": -61169.9210,
  "s2": 6.016,
  "multiplicity": 5
}


No. 2
{
  "formula": "C36H40ClIN9O4Rb",
  "method": "ωB97M-V/def2-TZVPD",
  "species": ["Rb", "O", "C", "C", "C", "C", "C", "C", "C", "N", "C", "C", "N", "C", "C", "C", "C", "C", "C", "C", "O", "H", "H", "H", "H", "H", "H", "H", "H", "H", "H", "H", "H", "H", "H", "C", "C", "C", "C", "C", "O", "C", "C", "C", "C", "C", "C", "Cl", "C", "C", "C", "N", "C", "N", "C", "N", "H", "H", "H", "H", "H", "H", "H", "H", "H", "H", "H", "H", "H", "H", "H", "H", "H", "H", "H", "H", "H", "H", "N", "C", "O", "C", "I", "H", "H", "H", "H", "N", "C", "N", "C", "N"],
  "coordinates": [[0.3298, 2.6988, 0.3054], [1.6932, 0.7453, -1.1582], [2.7067, 0.0700, -1.5445], [3.3514, 0.3520, -2.7895], [4.3517, -0.4381, -3.3030], [4.7970, -1.5739, -2.6166], [4.2236, -1.8564, -1.3915], [3.2411, -1.0478, -0.8119], [2.7828, -1.4655, 0.5338], [2.5799, -0.8033, 1.5977], [2.8135, 0.6276, 1.6210], [2.8677, 1.1697, 3.0443], [1.5289, 1.2686, 3.6007], [1.1806, 2.3215, 4.2093], [1.9573, 3.5698, 4.4614], [2.2971, 3.8960, 5.7674], [2.9764, 5.0662, 6.0835], [3.2986, 5.9385, 5.0469], [2.9532, 5.6489, 3.7417], [2.2659, 4.4565, 3.3847], [1.9319, 4.2043, 2.1665], [2.9906, 1.2156, -3.3361], [4.7911, -0.1844, -4.2626], [5.5693, -2.2102, -3.0305], [4.5560, -2.7298, -0.8350], [2.6605, -2.5514, 0.6448], [2.0034, 1.1269, 1.0970], [3.7332, 0.8832, 1.0798], [3.4006, 2.1256, 3.0474], [3.4216, 0.4574, 3.6637], [0.1664, 2.3090, 4.6219], [2.0216, 3.2051, 6.5597], [3.2456, 5.2912, 7.1080], [3.8264, 6.8617, 5.2653], [3.2061, 6.3320, 2.9379], [-0.9519, -6.1579, -2.5833], [-0.2093, -5.2747, -1.5716], [1.2043, -4.9933, -2.0998], [-0.0786, -6.0815, -0.2716], [-1.0284, -3.9561, -1.3234], [-2.1991, -4.3526, -0.6197], [-1.3984, -3.3035, -2.6743], [-1.9611, -1.8723, -2.7143], [-3.2946, -1.6060, -2.0412], [-3.5758, -0.3474, -1.5215], [-4.8042, -0.0535, -0.9437], [-5.7658, -1.0451, -0.8951], [-7.3203, -0.7148, -0.1734], [-5.5235, -2.3077, -1.4090], [-4.2906, -2.5783, -1.9819], [-0.1805, -3.0191, -0.4531], [-0.9032, -1.9119, 0.1376], [-0.4788, -0.6472, 0.1867], [-1.2180, 0.0576, 1.0243], [-2.1311, -0.8565, 1.4449], [-1.9711, -2.0701, 0.9559], [-0.4852, -7.1454, -2.6143], [-0.9133, -5.7421, -3.5907], [-1.9962, -6.2805, -2.2915], [1.6991, -5.9442, -2.3116], [1.8157, -4.4602, -1.3701], [1.1999, -4.4123, -3.0222], [0.4380, -7.0198, -0.4883], [-1.0582, -6.3055, 0.1455], [0.5052, -5.5580, 0.4863], [-2.4791, -3.6262, -0.0349], [-2.1082, -3.9716, -3.1656], [-0.4996, -3.2960, -3.2941], [-2.0923, -1.6314, -3.7752], [-1.2173, -1.1612, -2.3551], [-2.8223, 0.4307, -1.5440], [-4.9958, 0.9373, -0.5483], [-6.2892, -3.0698, -1.3536], [-4.0953, -3.5759, -2.3476], [0.6249, -2.5702, -1.0364], [0.2622, -3.5902, 0.3636], [0.3706, -0.2861, -0.3922], [-2.9274, -0.6252, 2.1335], [0.3117, 6.1285, 1.1666], [-0.0575, 6.0431, -0.1131], [0.5754, 5.4408, -0.9730], [-1.3925, 6.6418, -0.5292], [-1.9217, 8.5003, 0.3988], [1.0683, 5.4970, 1.5180], [-0.3146, 6.5511, 1.8296], [-2.1743, 5.9304, -0.2662], [-1.3883, 6.8174, -1.5977], [-5.3092, 3.5684, -3.1646], [-5.0226, 3.4967, -2.0404], [-4.8191, 3.4119, -0.7373], [-3.5918, 3.4598, -0.2838], [-2.5404, 3.5275, 0.2158]],
  "molar_mass_g_mol": 910.600,
  "homo_lumo_gap_ev": 6.349,
  "charge": -2,
  "e_above_lowest_ev": 0.000,
  "total_energy_ev": -80864.7893
}


No. 3
{
  "formula": "C36H40F5FeN2P2S",
  "method": "ωB97M-V/def2-TZVPD",
  "species": ["Fe", "F", "C", "C", "F", "C", "F", "C", "S", "C", "F", "C", "F", "C", "P", "C", "C", "C", "C", "C", "C", "C", "P", "C", "C", "H", "H", "H", "H", "H", "H", "H", "H", "H", "H", "H", "H", "H", "H", "H", "H", "C", "C", "C", "C", "C", "C", "C", "C", "N", "C", "C", "C", "C", "N", "C", "C", "C", "C", "C", "C", "C", "C", "H", "H", "H", "H", "H", "H", "H", "H", "H", "H", "H", "H", "H", "H", "H", "H", "H", "H", "H", "H", "H", "H", "H", "H"],
  "coordinates": [[-0.1767, 0.0717, 0.2263], [6.7075, 1.8914, -1.8632], [5.5266, 2.1795, -1.3743], [4.5038, 1.2216, -1.4483], [4.7491, 0.0407, -1.9983], [3.2745, 1.5353, -0.9443], [2.2871, 0.6181, -1.0218], [2.9855, 2.7765, -0.3291], [1.4775, 3.0903, 0.3338], [4.0501, 3.7148, -0.2800], [3.8526, 4.8921, 0.2709], [5.3005, 3.4220, -0.7892], [6.2824, 4.2985, -0.7283], [-2.7403, -2.0185, -1.3512], [-1.9796, -1.3734, 0.1682], [-3.4534, -0.8273, 1.0908], [-1.3813, -2.8569, 1.0434], [-2.2189, -3.7857, 1.6543], [-1.6801, -4.8754, 2.3215], [-0.3035, -5.0538, 2.3713], [0.5393, -4.1579, 1.7298], [0.0008, -3.0675, 1.0564], [0.9727, -1.8928, 0.0924], [2.7141, -2.1734, 0.5080], [0.9444, -2.5526, -1.6056], [-3.4845, -2.7610, -1.0588], [-2.0147, -2.4939, -2.0050], [-3.2313, -1.2113, -1.8977], [-3.8304, -1.6244, 1.7273], [-4.2302, -0.5457, 0.3799], [-3.2329, 0.0345, 1.7094], [-3.2953, -3.6705, 1.6229], [-2.3353, -5.5838, 2.8098], [0.1125, -5.9029, 2.8957], [1.6082, -4.3211, 1.7538], [3.0012, -3.1989, 0.2710], [2.9015, -1.9852, 1.5576], [3.3243, -1.5050, -0.0979], [1.2255, -3.6068, -1.5946], [1.6614, -2.0014, -2.2168], [-0.0368, -2.4574, -2.0619], [2.6772, 0.4714, 2.4586], [1.8350, -0.4480, 3.2970], [2.4497, -1.2619, 4.2408], [1.7030, -2.0532, 5.0974], [0.3230, -2.0134, 5.0264], [-0.3348, -1.2063, 4.1013], [-1.8394, -1.2186, 4.1359], [0.4440, -0.4523, 3.2195], [-0.1889, 0.3625, 2.1864], [-0.8243, 1.4234, 2.5446], [-0.9307, 1.9622, 3.9312], [-1.4790, 2.1893, 1.4250], [-1.8567, 3.6143, 1.6409], [-1.5838, 1.4988, 0.3505], [-2.3254, 1.8898, -0.8178], [-3.6384, 2.3734, -0.7531], [-4.4441, 2.5526, 0.5089], [-4.2820, 2.6513, -1.9623], [-3.6747, 2.4158, -3.1785], [-2.4047, 1.8531, -3.2184], [-1.7326, 1.5731, -2.0449], [-0.3748, 0.9418, -2.0684], [3.7075, 0.1229, 2.4144], [2.6885, 1.4814, 2.8759], [2.2967, 0.5523, 1.4424], [3.5303, -1.2579, 4.3090], [2.1944, -2.6759, 5.8317], [-0.2717, -2.6063, 5.7098], [-2.1914, -0.9390, 5.1300], [-2.2123, -2.2215, 3.9336], [-2.3007, -0.5425, 3.4239], [-0.4263, 1.3272, 4.6514], [-1.9786, 2.0684, 4.2191], [-0.4869, 2.9591, 3.9673], [-0.9817, 4.1388, 2.0308], [-2.6532, 3.7287, 2.3772], [-2.1642, 4.0851, 0.7104], [-5.4218, 2.0872, 0.3831], [-4.6231, 3.6089, 0.7162], [-3.9854, 2.1134, 1.3886], [-5.2911, 3.0408, -1.9308], [-4.1953, 2.6438, -4.0980], [-1.9351, 1.6343, -4.1682], [0.0436, 0.8927, -3.0718], [-0.4049, -0.1200, -1.7248], [0.3286, 1.5328, -1.4842]],
  "molar_mass_g_mol": 745.580,
  "homo_lumo_gap_ev": [7.734, 6.211],
  "charge": 2,
  "total_energy_ev": -118335.3901,
  "s2": 0.778,
  "multiplicity": 2
}